(1)
# C19H19N2O3PdS2

A structure of composition C19H19N2O3PdS2 in a non-equilibrium geometry (wB97M-V/def2-TZVPD, the Open Molecules 2025 dataset).

Each line ends with the Mulliken charge.
Element x y z (Å)
Pd: 6.031 -14.662 -7.843  0.44
C: 5.936 -19.943 -11.897  -1.00
C: 4.810 -18.970 -11.505  -0.78
N: 4.684 -18.508 -10.123  0.28
C: 4.003 -19.421 -9.185  -0.78
C: 2.509 -18.987 -8.971  -1.01
C: 5.383 -17.419 -9.671  0.12
S: 4.729 -16.561 -8.274  0.11
N: 6.462 -17.123 -10.310  -0.07
C: 7.344 -16.172 -10.068  0.65
O: 7.458 -15.318 -9.103  -0.71
C: 8.516 -16.061 -11.031  0.13
C: 8.812 -17.193 -11.822  -0.11
C: 10.073 -17.281 -12.361  -0.60
C: 10.976 -16.251 -12.194  -0.24
C: 10.704 -15.152 -11.433  -0.70
C: 9.480 -15.057 -10.847  -0.27
H: 5.999 -20.106 -13.000  0.35
H: 5.742 -20.930 -11.477  0.35
H: 6.882 -19.561 -11.546  0.26
H: 3.831 -19.347 -11.777  0.51
H: 4.880 -18.067 -12.121  0.46
H: 4.638 -19.372 -8.290  0.52
H: 4.030 -20.420 -9.590  0.40
H: 2.237 -19.365 -7.975  0.34
H: 1.836 -19.381 -9.704  0.37
H: 2.456 -17.916 -8.897  0.33
H: 8.077 -18.015 -11.878  0.04
H: 10.270 -18.138 -12.977  0.39
H: 11.954 -16.352 -12.693  0.35
H: 11.441 -14.343 -11.346  0.38
H: 9.216 -14.210 -10.217  0.45
O: 8.409 -11.130 -7.205  -0.61
C: 7.448 -11.942 -6.939  0.78
O: 7.374 -13.101 -7.528  -0.28
C: 6.414 -11.529 -6.015  0.27
C: 6.459 -10.256 -5.457  -0.34
C: 5.541 -9.743 -4.552  -0.56
C: 4.398 -10.449 -4.309  -0.49
C: 4.246 -11.713 -4.898  -0.52
C: 5.255 -12.346 -5.632  0.52
S: 4.832 -14.003 -6.021  -0.22
H: 7.336 -9.649 -5.781  0.43
H: 5.695 -8.786 -4.101  0.44
H: 3.573 -10.038 -3.684  0.34
H: 3.215 -12.131 -4.913  0.32

Forces on atoms 1 to 3 (eV/Å):
0.929 0.448 0.059
-0.542 -0.248 -0.118
0.065 0.950 -1.309

Computed properties:
E_LUMO (spin up / spin down) in eV: -3.7 / -7.2
<S²>: 6.06
Spin multiplicity: 5
HOMO (spin up / spin down) in eV: -11.148 / -11.814
Gap between HOMO and LUMO (spin up / spin down) in Eh: 0.2740 / 0.1712
Net charge: +1
Max |F| in eV/Å: 5.13
E_tot in eV: -54273.2751


(2)
# C19H28NO2P2Ti

A structure of composition C19H28NO2P2Ti in a non-equilibrium geometry (wB97M-V/def2-TZVPD, the Open Molecules 2025 dataset).

Each line ends with the Mulliken charge.
Element x y z (Å)
Ti: 0.912 -0.179 0.770  -0.26
P: 1.093 -1.671 -1.005  1.35
C: 0.398 -3.193 -0.203  -1.52
C: -0.437 -2.894 1.009  0.43
N: -0.457 -1.635 1.494  0.24
C: -1.368 -1.282 2.427  0.42
C: -2.121 -2.248 3.078  -0.81
C: -1.984 -3.582 2.704  -0.46
C: -1.173 -3.897 1.622  -0.71
C: -1.573 0.176 2.708  -1.13
P: -0.964 1.221 1.322  1.37
H: -1.089 -4.906 1.215  0.49
H: -2.828 -1.928 3.840  0.48
H: -2.535 -4.363 3.220  0.43
H: -2.644 0.401 2.810  0.49
H: -1.080 0.482 3.647  0.42
H: -0.159 -3.690 -0.910  0.66
H: 1.235 -3.856 0.083  0.50
H: -4.671 -2.198 -4.268  0.30
O: -3.858 -2.597 -4.093  -0.61
H: -4.081 -3.516 -3.865  0.31
H: 0.348 3.132 -2.966  0.53
O: -1.062 1.997 -2.901  -0.46
H: -1.309 2.574 -3.653  0.36
C: -2.405 1.328 0.229  -1.40
H: -3.299 1.604 0.807  0.45
H: -2.204 2.080 -0.544  0.29
H: -2.578 0.367 -0.272  0.36
C: -0.826 2.841 2.094  -1.43
H: -1.092 3.602 1.353  0.40
H: -1.490 2.902 2.965  0.48
H: 0.209 3.001 2.412  0.33
C: 2.726 -2.255 -1.511  -1.68
H: 2.626 -3.076 -2.232  0.49
H: 3.251 -1.407 -1.966  0.44
H: 3.283 -2.593 -0.629  0.41
C: 0.176 -1.513 -2.552  -1.10
H: -0.030 -0.448 -2.708  -0.03
H: 0.803 -1.888 -3.372  0.43
H: -0.775 -2.062 -2.520  0.46
C: 0.094 2.294 -2.334  -0.31
C: 0.628 1.626 -1.272  -0.62
C: 1.670 2.188 -0.436  0.55
C: 2.706 1.351 0.091  0.66
C: 3.877 1.960 0.624  -0.73
C: 3.872 3.326 0.871  -0.41
C: 2.735 4.113 0.596  -0.69
C: 1.665 3.564 -0.094  -0.68
H: 2.718 0.261 -0.207  -0.20
H: 4.775 1.347 0.791  0.43
H: 4.766 3.814 1.269  0.37
H: 2.726 5.171 0.868  0.43
H: 0.802 4.156 -0.404  0.48

Forces on atoms 1 to 3 (eV/Å):
0.933 2.834 -0.601
-0.360 -1.532 -0.678
1.786 0.881 1.487

Computed properties:
E_LUMO (spin up / spin down) in eV: -3.1 / -3.1
<S²>: 2.01
Spin multiplicity: 3
Energy above the lowest of the compared OMol25 structures with the same formula, charge and spin in kJ/mol: 148.6
HOMO (spin up / spin down) in eV: -9.486 / -9.504
Gap between HOMO and LUMO (spin up / spin down) in Eh: 0.2357 / 0.2350
Net charge: +1
Max |F| in eV/Å: 4.12
E_tot in eV: -67426.8996


(3)
# C2H9NO2Si

A cluster of 2 separate species, C2H9NO2Si in total in a non-equilibrium geometry (wB97M-V/def2-TZVPD, the Open Molecules 2025 dataset).

Each line ends with the Mulliken charge.
Element x y z (Å)
C: 2.013 -0.441 0.832  -0.56
C: -1.054 1.396 0.222  -0.77
N: 1.832 -0.346 -0.591  -0.60
O: -1.914 -1.280 0.525  -0.49
O: -1.684 -0.584 -2.036  -0.51
Si: -1.112 -0.257 -0.575  0.63
H: 3.048 -0.273 1.054  0.36
H: 1.347 0.271 1.496  0.08
H: 1.949 -1.542 1.225  0.21
H: -2.054 1.782 0.388  0.37
H: -0.587 1.217 1.276  0.19
H: -0.367 1.949 -0.425  0.25
H: 1.992 0.722 -0.844  0.19
H: -2.241 -2.125 0.226  0.31
H: -1.167 -0.489 -2.774  0.35

Forces on atoms 1 to 3 (eV/Å):
-1.023 -1.049 1.762
0.880 -0.952 1.459
-2.276 2.270 -0.976

Computed properties:
E_LUMO (spin up / spin down) in eV: 0.0 / -0.1
Energy above the lowest of the compared OMol25 structures with the same formula, charge and spin in kJ/mol: 386.1
HOMO (spin up / spin down) in eV: -7.160 / -7.772
Gap between HOMO and LUMO (spin up / spin down) in Eh: 0.2622 / 0.2838
Max |F| in eV/Å: 3.45
E_tot in eV: -15681.7012


(4)
# C14H22I2InNO3P2S2

A structure of composition C14H22I2InNO3P2S2 in a non-equilibrium geometry (wB97M-V/def2-TZVPD, the Open Molecules 2025 dataset).

Each line ends with the Mulliken charge.
Element x y z (Å)
I: -1.911 1.135 0.425  0.25
I: 1.146 1.515 0.548  0.37
In: -1.105 -0.124 -4.353  0.54
P: -0.914 -2.096 -2.815  0.69
C: -1.192 -2.560 -1.076  -0.62
C: -1.855 -3.326 -3.773  -1.36
H: -1.403 -4.321 -3.667  0.39
H: 0.895 -3.556 -3.512  0.34
H: -1.862 -3.036 -4.829  0.46
H: 1.219 -1.849 -3.935  0.39
H: -2.012 -1.953 -0.664  0.24
H: -2.895 -3.342 -3.418  0.37
C: 0.826 -2.521 -3.158  -0.98
H: -1.475 -3.630 -1.021  0.40
H: 1.415 -2.381 -2.243  0.19
H: -0.282 -2.393 -0.476  -0.07
P: -0.569 2.918 -2.175  0.14
C: -0.407 4.402 -1.105  -1.12
C: 0.902 3.204 -3.231  -1.02
H: -1.913 3.006 -4.202  0.30
H: -1.663 4.641 -3.512  0.38
H: -2.836 3.507 -2.761  0.35
C: -1.869 3.588 -3.278  -1.07
H: 0.820 2.560 -4.114  0.27
H: 0.949 4.260 -3.528  0.36
H: -0.343 5.296 -1.738  0.39
H: 0.483 4.335 -0.474  0.42
H: 1.801 2.929 -2.663  0.31
H: -1.282 4.492 -0.450  0.38
C: -0.418 1.153 2.048  0.50
O: -0.523 1.106 3.227  -0.23
O: 2.281 1.827 3.990  -0.53
S: 2.868 0.507 4.002  1.17
O: 4.079 0.277 4.745  -0.60
N: 2.921 -0.141 2.457  -0.42
C: 2.238 -1.293 2.298  0.18
S: 2.288 -2.113 0.854  0.00
C: 1.344 -1.558 3.433  0.56
C: 0.238 -2.400 3.520  -0.56
C: -0.624 -2.289 4.620  -0.65
C: -0.347 -1.374 5.649  -0.51
C: 0.793 -0.561 5.595  -0.62
C: 1.589 -0.646 4.473  0.22
H: 0.076 -3.127 2.719  0.47
H: -1.523 -2.906 4.677  0.43
H: -1.008 -1.301 6.509  0.44
H: 1.065 0.141 6.383  0.46

Forces on atoms 1 to 3 (eV/Å):
0.082 0.087 0.358
-0.061 -0.169 1.023
-0.177 1.671 -1.094

Computed properties:
E_LUMO (spin up / spin down) in eV: -8.9 / -10.2
Energy above the lowest of the compared OMol25 structures with the same formula, charge and spin in kJ/mol: 476.5
HOMO (spin up / spin down) in eV: -14.583 / -14.450
Gap between HOMO and LUMO (spin up / spin down) in Eh: 0.2099 / 0.1565
Net charge: +2
Max |F| in eV/Å: 4.08
E_tot in eV: -84109.7106


(5)
# C2H4Li2O2

A structure of composition C2H4Li2O2 in a non-equilibrium geometry (wB97M-V/def2-TZVPD, the Open Molecules 2025 dataset).

Each line ends with the Mulliken charge.
Element x y z (Å)
O: 1.160 1.587 0.191  -0.89
C: 0.641 -0.507 0.469  -0.39
C: 0.045 -0.970 -0.722  -0.22
O: -1.047 -0.334 -1.245  -0.78
H: 1.501 1.787 1.064  0.19
H: -0.073 -0.103 1.208  0.16
H: 1.479 -1.093 0.861  0.30
H: -0.069 -2.069 -0.772  0.25
Li: -3.134 -0.049 -0.402  0.68
Li: -0.503 1.752 -0.651  0.71

Forces on atoms 1 to 3 (eV/Å):
-0.807 0.596 -0.582
-1.464 -1.930 -1.267
-1.341 0.388 2.420

Computed properties:
E_LUMO (spin up / spin down) in eV: -1.4 / -1.4
Energy above the lowest of the compared OMol25 structures with the same formula, charge and spin in kJ/mol: 281.7
HOMO (spin up / spin down) in eV: -5.383 / -5.386
Gap between HOMO and LUMO (spin up / spin down) in Eh: 0.1472 / 0.1472
Max |F| in eV/Å: 2.79
E_tot in eV: -6640.7725


(6)
# C4H14O2

A cluster of 3 separate species, C4H14O2 in total in a non-equilibrium geometry (wB97M-V/def2-TZVPD, the Open Molecules 2025 dataset).

Each line ends with the Mulliken charge.
Element x y z (Å)
C: -1.794 -0.450 1.114  -1.17
C: -1.303 -0.264 -0.320  0.55
C: -0.185 -1.234 -0.676  -1.08
C: -0.755 1.147 -0.659  -1.14
H: -2.654 0.179 1.346  0.36
H: -0.989 -0.134 1.781  0.21
H: -2.036 -1.491 1.317  0.34
H: -2.132 -0.446 -1.016  0.23
H: 0.327 -0.807 -1.543  0.25
H: 0.552 -1.187 0.136  0.28
H: -0.458 -2.260 -0.914  0.36
H: -1.500 1.934 -0.537  0.37
H: -0.338 1.127 -1.663  0.35
H: 0.076 1.381 0.010  0.15
O: 2.737 0.617 -0.671  -0.64
H: 2.570 1.291 -1.296  0.31
H: 2.561 -0.223 -1.090  0.32
O: 1.891 -0.019 1.815  -0.68
H: 2.379 0.431 1.105  0.37
H: 1.052 0.408 1.762  0.25

Forces on atoms 1 to 3 (eV/Å):
0.375 0.574 -0.234
-0.293 0.175 -0.911
0.728 0.429 0.171

Computed properties:
E_LUMO in eV: 0.6
SMILES string: CC(C)C.O.O
Energy above the lowest of the compared OMol25 structures with the same formula, charge and spin in kJ/mol: 29.8
HOMO in eV: -10.720
Gap between HOMO and LUMO in Eh: 0.4163
Max |F| in eV/Å: 1.52
E_tot in eV: -8470.0507